(1)
Density functional theory data (wB97M-V/def2-TZVPD) for a molecular structure, C16H17ClF10N3OSSbTi.

Calculated values
Energy = -103579.03543 eV
Lowest unoccupied orbital energy = 4.603 eV
Maximum force = 0.30 eV/A
Spin multiplicity = 1
Gap between HOMO and LUMO = 6.90 eV
Energy relative to the best compared isomer or geometry (same formula, charge and spin) = 8.0 kcal/mol
Charge = -2

Geometry as XYZ:
```
51
C16H17ClF10N3OSSbTi wB97M-V/def2-TZVPD
S 3.475 2.899 -1.211
C 3.412 -0.602 1.198
F -4.825 -1.504 3.138
O 0.974 1.476 -0.711
C 3.689 -0.805 -2.707
C 3.977 0.496 -2.411
C -3.297 -2.753 0.138
H 4.913 0.951 -2.698
F -3.795 3.943 -2.792
F -2.802 1.074 -0.648
H 3.616 0.391 0.794
H -1.825 2.515 1.664
F -0.861 0.383 -2.283
F -3.461 -3.730 -0.782
C -1.220 2.923 0.851
F -4.227 2.436 -5.013
H 0.651 -0.892 -1.231
H 3.851 -1.344 0.526
H -5.052 -3.313 1.254
N 1.987 -0.808 1.296
H 1.724 0.363 3.040
H 1.624 1.215 1.490
H -0.412 -0.617 2.800
H 1.968 -2.221 2.889
C -3.963 -1.663 2.106
C -2.887 -0.807 2.004
C 1.348 0.292 1.996
H 2.182 -2.874 1.247
H -1.761 3.750 0.396
H 4.406 -1.405 -3.256
H 2.205 -2.389 -2.471
C -2.208 -1.916 0.032
F -2.781 0.175 2.921
Sb -2.939 2.383 -3.503
C 1.666 -2.106 1.828
N -0.854 -0.070 0.826
Cl 0.223 3.683 1.653
C -0.169 0.190 2.098
H 3.919 -0.680 2.181
C -4.202 -2.653 1.177
H 0.594 -2.293 1.754
F -1.347 -2.132 -0.972
N 1.877 0.745 -1.373
H -0.502 1.117 2.574
F -1.366 2.881 -1.885
C 3.083 1.336 -1.686
C 2.473 -1.360 -2.285
C -1.949 -0.889 0.960
Ti -0.985 1.379 -0.689
F -1.741 3.384 -4.611
C 1.597 -0.555 -1.613
```

---

(2)
Density functional theory data (wB97M-V/def2-TZVPD) for a molecular structure, C29H33BrN11O2S2V at a distorted geometry.

Calculated values
Energy = -168491.41446 eV
Lowest unoccupied orbital energy (alpha / beta) = -3.823 / -3.825 eV
Maximum force = 1.68 eV/A
Expectation value of S² = 3.782
Spin multiplicity = 4
Gap between HOMO and LUMO (alpha / beta) = 4.38 / 5.84 eV
Charge = +1

Geometry as XYZ:
```
79
C29H33BrN11O2S2V wB97M-V/def2-TZVPD
H 1.395 -1.922 0.273
C -2.674 -2.194 1.125
H -3.986 -3.953 3.724
H -3.706 2.822 -0.383
H -3.396 1.193 1.524
C 4.307 3.565 -0.556
H -1.842 -3.380 2.749
C 1.960 -1.518 1.102
H -4.784 -1.297 -2.892
C -5.221 1.732 -1.438
C 3.257 -1.742 3.090
H 1.234 2.282 -4.828
C -2.382 1.404 1.834
H 2.425 4.117 -0.015
H -6.517 0.439 -2.556
C -1.609 1.097 -0.547
H -3.329 -1.323 1.045
C 2.082 -0.642 -2.745
H 4.729 1.938 3.338
C 2.116 -2.862 -3.890
H 0.389 -5.608 -3.593
O 1.922 -0.179 -1.527
H -5.969 2.502 -1.306
H 3.680 -2.350 3.881
H 3.644 3.321 3.142
H -0.106 1.224 -4.971
C -2.969 0.934 -1.104
H -3.091 -2.962 0.462
S 5.405 2.344 -0.719
N 3.186 3.513 0.260
C 2.480 -2.332 2.076
C -0.765 2.059 3.457
H 5.180 4.852 -1.830
H -2.705 -1.934 3.309
H -0.956 -1.052 1.117
H 4.972 3.060 2.009
H 2.945 -2.485 -4.476
S 1.389 2.811 -2.133
H -0.475 2.360 4.454
H 4.155 0.053 3.794
C 1.527 -2.029 -2.946
N 2.706 2.245 0.644
C 3.519 -0.401 3.049
H -2.853 1.797 3.891
N -3.943 -3.555 2.784
C 4.216 2.555 2.606
H -0.725 -2.626 0.649
C 0.054 -3.813 -2.461
H -0.059 -1.886 -1.504
N 4.438 4.771 -1.157
Br -1.382 -4.607 -1.482
C 0.191 1.989 2.462
V 1.328 1.187 -0.304
C -4.554 -0.402 -2.329
H -3.983 -4.328 2.116
N 0.369 1.939 -4.443
C 0.455 -2.515 -2.219
N 1.723 -4.116 -4.119
N 2.142 -0.186 1.075
C -2.686 -2.722 2.558
H 1.224 2.214 2.674
O 2.676 -0.098 -3.643
C -3.278 -0.221 -1.819
C -3.947 1.909 -0.916
C 0.703 -4.588 -3.405
H -2.508 -0.965 -1.984
C 0.317 1.833 -3.100
N -1.367 -1.844 0.639
C 3.320 1.738 1.741
H -4.789 -2.998 2.645
C 2.992 0.380 1.998
N -0.516 1.071 -1.226
H 2.321 -3.400 2.031
C -1.371 1.381 0.881
C -5.526 0.574 -2.141
N -0.606 1.023 -2.603
H 3.664 5.410 -1.234
C -2.075 1.748 3.139
N -0.086 1.646 1.196
```